Formula: CH5Cl2N2OP
Source: OMol25
Level of theory: ωB97M-V/def2-TZVPD

Calculated total energy   -1487.56690 a.u.
Energy above the lowest of the compared OMol25 structures with the same formula, charge and spin   183.8 kJ/mol
SMILES string   [H]/N=N\C.OP(Cl)Cl

The geometry in ORCA input format:
```
! wB97M-V def2-TZVPD RIJCOSX def2/J DEFGRID3
* xyz 0 1
C 1.289 0.575 -1.522
N -0.935 0.830 -0.741
N -0.119 0.098 -1.295
O -1.612 -0.532 1.166
P -0.227 -1.285 1.509
Cl -1.132 -2.878 2.166
Cl 0.200 -0.323 3.428
H 1.553 1.474 -0.910
H 1.794 -0.297 -1.108
H 1.439 0.543 -2.680
H -0.667 1.858 -0.441
H -1.583 -0.063 0.427
*
```

***

Formula: C20H24AsF32INO7P2
Source: OMol25
Level of theory: ωB97M-V/def2-TZVPD

Calculated total energy   -7769.87337 a.u.

The geometry in ORCA input format:
```
! wB97M-V def2-TZVPD RIJCOSX def2/J DEFGRID3
* xyz -1 1
N -1.229 -0.475 0.745
P 0.258 -0.771 0.358
O 0.487 -0.219 -1.164
O 0.474 -2.373 0.211
As 1.819 0.353 1.813
P 2.429 -1.747 2.784
O 1.196 -2.217 3.787
I 4.232 -1.126 4.389
H -1.285 0.095 1.572
H -0.358 0.119 -1.427
H 0.537 -2.571 -0.717
H 0.580 0.532 2.822
H 2.716 1.169 2.816
H 3.012 0.111 0.801
H 1.419 1.661 1.033
H 0.621 -1.481 4.010
C -0.873 -5.282 3.032
C -1.816 -4.775 4.137
C -1.252 -4.652 5.554
F -0.869 -5.850 6.045
F -2.227 -4.168 6.368
F -2.946 -5.525 4.155
F -2.175 -3.517 3.786
O -0.976 -6.655 2.659
C -0.301 -7.643 3.300
C -1.272 -8.641 3.928
F -2.061 -8.041 4.834
F -0.562 -9.608 4.558
F 0.582 -7.179 4.191
F 0.392 -8.332 2.365
H -1.172 -4.748 2.134
H 0.156 -4.984 3.217
H -0.403 -3.963 5.567
H -1.895 -9.094 3.155
C 1.809 -3.021 -4.592
C 2.331 -3.028 -3.143
C 2.942 -1.737 -2.587
F 4.045 -1.391 -3.291
F 3.305 -1.963 -1.313
F 3.183 -4.057 -2.981
F 1.232 -3.273 -2.364
O 2.644 -3.576 -5.595
C 3.589 -2.839 -6.242
C 4.985 -3.397 -5.977
F 5.268 -3.364 -4.667
F 5.888 -2.632 -6.633
F 3.509 -1.534 -5.954
F 3.364 -2.974 -7.568
H 0.949 -3.686 -4.580
H 1.434 -2.041 -4.879
H 2.214 -0.918 -2.611
H 5.052 -4.427 -6.334
C -6.130 2.815 0.905
C -5.916 2.949 2.425
C -5.442 4.300 2.969
F -4.230 4.630 2.492
F -5.355 4.215 4.319
F -5.102 1.973 2.856
F -7.141 2.748 2.995
O -5.110 2.207 0.143
C -4.063 2.925 -0.361
C -2.736 2.437 0.211
F -2.723 2.578 1.547
F -1.737 3.196 -0.306
F -4.238 4.251 -0.191
F -4.029 2.699 -1.691
H -6.967 2.129 0.807
H -6.452 3.756 0.462
H -6.158 5.088 2.714
H -2.557 1.384 -0.036
C 1.640 7.750 -2.535
C 2.285 7.624 -1.141
C 3.588 6.829 -1.017
F 3.412 5.542 -1.358
F 3.997 6.876 0.272
F 1.379 7.158 -0.266
F 2.606 8.898 -0.765
O 0.566 6.886 -2.845
C 0.770 5.644 -3.379
C 0.258 4.552 -2.443
F 0.900 4.608 -1.269
F 0.493 3.349 -3.009
F 2.053 5.451 -3.724
F 0.037 5.575 -4.510
H 1.185 8.736 -2.537
H 2.388 7.756 -3.325
H 4.367 7.268 -1.648
H -0.814 4.668 -2.270
*
```

***

Formula: C4H15N3O
Source: OMol25
Level of theory: ωB97M-V/def2-TZVPD

Calculated total energy   -400.47898 a.u.
Energy above the lowest of the compared OMol25 structures with the same formula, charge and spin   307.5 kJ/mol
⟨S²⟩   0.756

The geometry in ORCA input format:
```
! wB97M-V def2-TZVPD RIJCOSX def2/J DEFGRID3
* xyz 1 2
C 1.503 0.944 0.664
N 0.985 1.034 2.039
C 0.275 0.645 -0.383
C 0.649 1.353 -1.648
N -0.135 -0.751 -0.542
C -1.589 -0.871 -1.124
N -2.505 -1.125 -0.078
H 2.104 1.855 0.454
H 2.072 -0.075 0.589
H 1.203 0.336 2.694
H -0.046 1.105 2.143
H -0.642 1.297 -0.129
H 0.813 2.482 -1.327
H 1.484 1.083 -2.089
H -0.037 1.361 -2.547
H 0.411 -1.489 -1.058
H -1.739 -1.567 -1.973
H -1.845 0.121 -1.678
H -2.152 -1.910 0.555
H -2.324 -0.337 0.716
H 1.077 -1.318 1.813
H -0.183 -1.949 1.205
O 0.620 -2.224 1.707
*
```

***

Formula: C5H18NO2
Source: OMol25
Level of theory: ωB97M-V/def2-TZVPD

Calculated total energy   -406.29096 a.u.
Energy above the lowest of the compared OMol25 structures with the same formula, charge and spin   81.0 kJ/mol

The geometry in ORCA input format:
```
! wB97M-V def2-TZVPD RIJCOSX def2/J DEFGRID3
* xyz 1 1
C -1.061 0.407 -0.446
C 0.440 0.546 -0.815
C 0.754 2.041 -1.144
C 0.944 -0.500 -1.820
C 2.470 -0.632 -1.512
N -1.320 0.576 1.044
H -1.779 1.041 -0.986
H -1.337 -0.601 -0.821
H 1.003 0.409 0.131
H 1.794 2.140 -1.478
H 0.662 2.697 -0.266
H 0.024 2.390 -1.844
H 0.672 -0.324 -2.840
H 0.504 -1.494 -1.595
H 2.765 -0.604 -0.465
H 2.963 0.154 -2.118
H 2.852 -1.521 -2.026
H -2.279 0.416 1.366
H -1.160 1.560 1.284
H -0.676 -0.108 1.471
H -2.798 -2.416 1.392
H -2.754 -1.782 0.023
O -2.862 -1.554 0.960
H 1.933 -0.389 2.757
H 0.755 -0.713 3.666
O 0.970 -0.442 2.767
*
```

***

Formula: C23H24F3N3O3S2
Source: OMol25
Level of theory: ωB97M-V/def2-TZVPD

Calculated total energy   -2376.69162 a.u.
Energy above the lowest of the compared OMol25 structures with the same formula, charge and spin   459.3 kJ/mol

The geometry in ORCA input format:
```
! wB97M-V def2-TZVPD RIJCOSX def2/J DEFGRID3
* xyz 0 1
C 3.730 -0.354 -5.836
N 3.934 -0.578 -4.416
C 4.709 -1.763 -4.100
C 3.337 0.183 -3.459
C 2.085 0.791 -3.707
C 1.376 1.303 -2.651
N 1.907 1.403 -1.384
C 1.160 1.850 -0.300
C -0.079 2.527 -0.481
C -0.433 3.616 0.488
C -1.782 3.993 0.549
C -2.192 5.064 1.343
C -1.253 5.781 2.099
C 0.100 5.419 2.031
C 0.506 4.339 1.239
O -0.908 2.246 -1.380
C 3.197 0.938 -1.160
C 3.892 0.291 -2.151
H 3.466 0.695 -6.022
H 4.673 -0.591 -6.350
H 2.942 -1.006 -6.254
H 4.844 -1.884 -3.021
H 4.210 -2.666 -4.491
H 5.688 -1.684 -4.589
H 1.589 0.761 -4.677
H 0.362 1.641 -2.768
H 1.671 1.915 0.659
H -2.519 3.440 -0.032
H -3.250 5.325 1.369
H -1.575 6.599 2.745
H 0.841 5.973 2.605
H 1.557 4.054 1.195
H 3.599 1.115 -0.165
H 4.867 -0.143 -1.924
C -4.164 -2.100 2.824
N -3.399 -3.332 2.908
S -3.952 -4.483 4.047
C -3.660 -3.789 5.675
F -4.235 -4.655 6.573
F -2.333 -3.709 5.965
F -4.202 -2.559 5.886
S -2.936 -4.017 1.420
C -1.776 -2.734 1.080
C -1.885 -1.998 -0.099
C -0.992 -0.947 -0.297
C 0.026 -0.739 0.636
C 0.139 -1.499 1.799
C -0.778 -2.515 2.028
O -2.266 -5.249 1.728
O -4.005 -3.954 0.464
H -4.277 -1.723 3.839
H -3.616 -1.382 2.203
H -5.164 -2.312 2.407
H -2.671 -2.219 -0.817
H -1.099 -0.291 -1.165
H 0.778 0.027 0.450
H 0.943 -1.292 2.511
H -0.727 -3.120 2.929
*
```

***

What is the formula in the third record? C4H15N3O

***

What did the fifth record say?
Formula: C23H24F3N3O3S2
Source: OMol25
Level of theory: ωB97M-V/def2-TZVPD

Calculated total energy   -2376.69162 a.u.
Energy above the lowest of the compared OMol25 structures with the same formula, charge and spin   459.3 kJ/mol

The geometry in ORCA input format:
```
! wB97M-V def2-TZVPD RIJCOSX def2/J DEFGRID3
* xyz 0 1
C 3.730 -0.354 -5.836
N 3.934 -0.578 -4.416
C 4.709 -1.763 -4.100
C 3.337 0.183 -3.459
C 2.085 0.791 -3.707
C 1.376 1.303 -2.651
N 1.907 1.403 -1.384
C 1.160 1.850 -0.300
C -0.079 2.527 -0.481
C -0.433 3.616 0.488
C -1.782 3.993 0.549
C -2.192 5.064 1.343
C -1.253 5.781 2.099
C 0.100 5.419 2.031
C 0.506 4.339 1.239
O -0.908 2.246 -1.380
C 3.197 0.938 -1.160
C 3.892 0.291 -2.151
H 3.466 0.695 -6.022
H 4.673 -0.591 -6.350
H 2.942 -1.006 -6.254
H 4.844 -1.884 -3.021
H 4.210 -2.666 -4.491
H 5.688 -1.684 -4.589
H 1.589 0.761 -4.677
H 0.362 1.641 -2.768
H 1.671 1.915 0.659
H -2.519 3.440 -0.032
H -3.250 5.325 1.369
H -1.575 6.599 2.745
H 0.841 5.973 2.605
H 1.557 4.054 1.195
H 3.599 1.115 -0.165
H 4.867 -0.143 -1.924
C -4.164 -2.100 2.824
N -3.399 -3.332 2.908
S -3.952 -4.483 4.047
C -3.660 -3.789 5.675
F -4.235 -4.655 6.573
F -2.333 -3.709 5.965
F -4.202 -2.559 5.886
S -2.936 -4.017 1.420
C -1.776 -2.734 1.080
C -1.885 -1.998 -0.099
C -0.992 -0.947 -0.297
C 0.026 -0.739 0.636
C 0.139 -1.499 1.799
C -0.778 -2.515 2.028
O -2.266 -5.249 1.728
O -4.005 -3.954 0.464
H -4.277 -1.723 3.839
H -3.616 -1.382 2.203
H -5.164 -2.312 2.407
H -2.671 -2.219 -0.817
H -1.099 -0.291 -1.165
H 0.778 0.027 0.450
H 0.943 -1.292 2.511
H -0.727 -3.120 2.929
*
```

***

What is the calculated total energy in the third record? -400.47898 a.u.